The following is a DFT calculation (the ωB97M-V functional and the def2-TZVPD basis) of one molecule with the formula C5H10O.

- E_LUMO (eV) = 1.2
- structure (SMILES) = COC1CCC1
- energy (eV) = -7393.3785
- energy above the lowest of the compared OMol25 structures with the same formula, charge and spin (kJ/mol) = 133.81
- HOMO energy (Eh) = -0.35135
- charge = 0

Element x y z (Å)
C 2.31248 0.05990 0.32082
O 1.15152 -0.68284 0.59390
C 0.12510 -0.44242 -0.33494
C -0.53051 0.96396 -0.29708
C -1.88475 0.31212 0.06791
C -1.20423 -1.07599 0.11287
H 2.16482 1.13586 0.50647
H 2.64033 -0.06653 -0.72428
H 3.09835 -0.30599 0.98714
H 0.46173 -0.73792 -1.34255
H -0.12066 1.60189 0.49141
H -0.51037 1.51487 -1.24273
H -2.64896 0.40919 -0.70719
H -2.31444 0.64634 1.01566
H -1.11704 -1.50464 1.11464
H -1.62338 -1.82780 -0.56207

Forces on atoms 1 to 3 (eV/Å):
0.29 0.16 -0.03
-0.03 -0.03 0.04
-0.14 0.01 -0.19

These are the Mulliken partial charges, in e, on atoms 1 to 2:
1 C -0.7307
2 O -0.4022

***

The following is a DFT calculation (the ωB97M-V functional and the def2-TZVPD basis) of an isolated ion of composition C11H12N and charge +1 at a distorted geometry.

- E_LUMO (eV) = -5.7
- energy (eV) = -13080.8079
- energy above the lowest of the compared OMol25 structures with the same formula, charge and spin (kJ/mol) = 359.40
- HOMO energy (Eh) = -0.48362
- charge = +1

Element x y z (Å)
C 3.22495 -0.03688 0.51824
C 2.55192 -1.26241 0.21816
C 2.55402 1.18284 0.31904
C 1.30497 -1.18416 -0.32285
C 1.25791 1.21413 -0.25187
C 0.64942 0.00806 -0.56482
C -1.36122 -1.29218 -1.24430
C -2.91046 -1.41806 0.82426
C -1.54650 1.10151 -0.69611
C -2.19680 -1.31794 -0.20724
C -0.69537 -0.06099 -0.97138
N -1.31296 1.75053 0.63092
H 4.17894 -0.23873 0.77797
H 3.01986 -2.15009 0.46323
H 2.83738 2.16565 0.69560
H 0.74273 -2.17174 -0.23408
H 0.76971 2.14083 -0.39274
H -0.99849 -2.15622 -1.78656
H -3.96605 -1.19536 0.84589
H -2.49651 -1.60248 1.79273
H -1.42326 1.87586 -1.41991
H -2.58212 0.85828 -0.74596
H -0.87337 2.65218 0.57834
H -0.72871 1.13739 1.17344

Forces on atoms 1 to 3 (eV/Å):
-3.78 -0.72 -1.84
0.06 3.69 -0.34
-1.21 0.36 0.01

These are the Mulliken partial charges, in e, on atoms 1 to 2:
1 C -0.4778
2 C -0.7937

***

The following is a DFT calculation (the ωB97M-V functional and the def2-TZVPD basis) of one molecule with the formula C4HCl3 at a distorted geometry.

- E_LUMO (alpha / beta) (eV) = -1.0 / -1.0
- energy (eV) = -41722.5264
- energy above the lowest of the compared OMol25 structures with the same formula, charge and spin (kJ/mol) = 545.06
- HOMO energy (alpha / beta) (Eh) = -0.34559 / -0.34563
- charge = 0

Element x y z (Å)
C -3.22813 -1.54138 0.42626
C -2.05141 -1.65153 0.27625
C 0.63566 -0.38061 -0.03263
C 2.00332 -0.36810 0.01475
Cl -0.19412 -1.87198 -0.20072
Cl 2.94312 1.07205 0.12932
Cl 3.02763 -1.72405 0.08609
H -0.08880 0.55824 0.09096

Forces on atoms 1 to 3 (eV/Å):
-5.47 0.52 0.68
8.36 -0.52 -1.30
0.62 2.98 0.62

These are the Mulliken partial charges, in e, on atoms 1 to 2:
1 C 0.1084
2 C -0.5044

***

The following is a DFT calculation (the ωB97M-V functional and the def2-TZVPD basis) of C2HCl3I2O as an isolated structure at a distorted geometry.

- E_LUMO (alpha / beta) (eV) = -0.5 / -0.9
- energy (eV) = -57902.7938
- energy above the lowest of the compared OMol25 structures with the same formula, charge and spin (kJ/mol) = 0.00
- HOMO energy (alpha / beta) (Eh) = -0.31870 / -0.28356
- charge = 0

Element x y z (Å)
C 1.60598 -0.37080 0.10712
C 1.27207 2.38054 -0.73923
O 0.37419 -0.82672 -0.05668
Cl 2.14011 2.36263 -2.23167
Cl 1.87298 3.43442 0.47039
Cl -0.45038 2.34705 -0.91259
I 3.01757 -1.10293 -1.21754
I 2.23260 0.17327 2.05641
H -0.29359 -0.24245 0.33893

Forces on atoms 1 to 3 (eV/Å):
0.35 1.29 0.14
0.04 -0.38 -0.28
-0.38 -0.42 -0.20

These are the Mulliken partial charges, in e, on atoms 1 to 2:
1 C -0.1917
2 C 0.3167

***

The following is a DFT calculation (the ωB97M-V functional and the def2-TZVPD basis) of C9H19N3O9V as an isolated structure at a distorted geometry.

- E_LUMO (eV) = 2.2
- energy (eV) = -58220.0774
- energy above the lowest of the compared OMol25 structures with the same formula, charge and spin (kJ/mol) = 0.00
- HOMO energy (Eh) = -0.20391
- charge = -1

Element x y z (Å)
O 1.08252 -2.24163 0.95276
V 1.32965 -1.12832 2.04821
O 2.80238 -1.03685 2.46706
N -0.54265 -1.83085 4.44185
O -1.67062 -1.66469 3.93869
O 0.49460 -2.10503 3.75929
O -0.44840 -1.69574 5.66834
N 0.40984 1.42693 4.29206
O 0.67521 0.63720 3.34470
O -0.76843 1.67227 4.62107
O 1.31177 1.91026 4.98676
C -1.62243 1.75516 -0.97846
C -1.23066 0.33809 -0.54381
C -1.88479 -0.58156 -1.62573
C -1.11511 -0.58647 -2.94879
C 0.35312 -0.88100 -2.73812
C 1.05888 -0.02811 -1.70228
N 0.23932 0.05848 -0.47561
O 0.85621 0.74343 0.56780
C 2.45614 -0.61924 -1.42241
C 1.30490 1.37001 -2.31009
C -1.81670 -0.04235 0.84699
H -1.10897 2.49341 -0.34995
H -2.65762 1.90957 -0.66790
H -1.46545 2.03791 -2.01543
H -1.73473 -1.59742 -1.24418
H -2.91926 -0.34005 -1.85929
H -1.24684 0.44942 -3.28538
H -1.61766 -1.19934 -3.69619
H 0.89762 -0.98175 -3.68155
H 0.42149 -1.93447 -2.43573
H 3.29285 0.05136 -1.64050
H 2.62861 -0.89131 -0.38480
H 2.65291 -1.40305 -2.15518
H 0.42845 1.64393 -2.89910
H 1.55398 2.13691 -1.57245
H 2.09999 1.37668 -3.05674
H -1.26069 0.34105 1.70567
H -1.47391 -1.08038 0.95590
H -2.89584 -0.05204 0.96184
H 1.13028 1.56955 0.13069

Forces on atoms 1 to 3 (eV/Å):
0.64 0.02 0.11
-3.55 1.21 2.57
1.91 -0.52 -0.45

These are the Mulliken partial charges, in e, on atoms 1 to 2:
1 O -0.5571
2 V 1.3546

***

The following is a DFT calculation (the ωB97M-V functional and the def2-TZVPD basis) of a 3-piece molecular cluster, C5H12O2 overall at a distorted geometry.

- E_LUMO (alpha / beta) (eV) = -5.3 / -7.5
- spin multiplicity = 2
- energy (eV) = -9463.3459
- energy above the lowest of the compared OMol25 structures with the same formula, charge and spin (kJ/mol) = 163.45
- HOMO energy (alpha / beta) (Eh) = -0.51469 / -0.51469
- ⟨S²⟩ = 0.7857
- charge = +1

Element x y z (Å)
C -2.02494 2.72268 1.09593
C -0.85206 2.71753 0.37763
C -0.38762 1.61418 -0.52260
C 0.94431 1.50269 -0.94541
C 1.72210 0.36222 -1.19461
H -2.36277 3.46653 1.88657
H -2.96212 1.90885 1.19319
H -0.09783 3.20474 1.00460
H -1.09774 0.93570 -0.96776
H 1.42206 2.51794 -1.05588
H 2.70055 0.55130 -0.78973
H 1.29031 -0.48555 -0.59109
H 1.69431 -0.02528 -2.25251
H -0.59525 -4.02509 -1.18659
H 0.13710 -2.85792 -0.44476
O -0.49334 -3.07874 -1.13226
H 1.36098 -3.97191 1.54956
H 1.12984 -2.81552 2.46469
O 0.61457 -3.41120 1.92277

Forces on atoms 1 to 3 (eV/Å):
-4.02 -1.71 1.33
0.77 -2.61 0.55
-0.62 1.97 0.86

These are the Mulliken partial charges, in e, on atoms 1 to 2:
1 C -0.5552
2 C -0.0691

***

The following is a DFT calculation (the ωB97M-V functional and the def2-TZVPD basis) of one molecule with the formula C5H13NO at a distorted geometry.

- E_LUMO (eV) = 1.0
- structure (SMILES) = CCNC[C@@H](C)O
- energy (eV) = -8931.9433
- energy above the lowest of the compared OMol25 structures with the same formula, charge and spin (kJ/mol) = 199.49
- HOMO energy (Eh) = -0.33032
- charge = 0

Element x y z (Å)
C 0.74470 1.33076 -0.38775
N 1.38953 0.13567 0.19357
C 0.60339 -1.04387 -0.37512
C -0.74786 -1.24384 0.35091
C -1.93842 -1.08506 -0.53396
O -0.60803 -2.54156 1.01630
C 1.12628 2.53621 0.50244
H 1.11425 1.35805 -1.42014
H -0.35587 1.36450 -0.19218
H 1.25479 0.19288 1.20019
H 1.31522 -1.86507 -0.22686
H 0.55612 -0.94881 -1.45046
H -0.81204 -0.57827 1.22547
H -2.76584 -1.68391 -0.11059
H -1.74867 -1.39530 -1.57423
H -2.39668 -0.09420 -0.53276
H -0.30401 -3.12896 0.31766
H 0.95507 3.54314 0.07984
H 0.40194 2.49795 1.32471
H 2.21614 2.64968 0.59296

Forces on atoms 1 to 3 (eV/Å):
0.50 0.98 1.67
-1.49 -0.25 -1.54
1.84 1.13 1.72

These are the Mulliken partial charges, in e, on atoms 1 to 2:
1 C -0.0643
2 N -0.5068